C32H74ClFI4N19O14P2 | wB97M-V/def2-TZVPD

Structure (ORCA input):
```
! RIJCOSX wB97M-V def2-TZVPD def2/J DEFGRID3
* xyz 1 1
C -2.4480 -0.4070 -4.6537
C -1.8316 -1.4138 -3.6762
C -0.3739 -1.1967 -3.2518
Cl 0.5317 -0.9012 -4.8058
C -0.0189 -0.2121 -2.0650
C -1.2560 0.1254 -1.2233
C 0.4050 1.2279 -2.6332
P -1.1367 2.3636 -2.8141
N -1.2760 3.2698 -1.3792
O -0.6512 3.4565 -3.9257
C 1.8596 1.5881 -2.1204
C 2.2428 3.0681 -1.8127
N 1.3182 4.0974 -2.1512
C 1.5164 5.2818 -1.3034
C 2.7969 1.1410 -3.3244
I 2.5618 2.4842 -4.9919
C 4.3185 0.8280 -3.2005
C 4.6930 -0.2104 -4.2746
I 5.7070 2.4420 -3.5251
N 1.8842 0.7085 -0.8039
C 1.1523 1.6023 0.2297
C 0.6647 1.1083 1.5818
C -0.8093 0.8713 1.9036
C -0.9767 1.0719 3.3961
O -0.7625 2.4653 3.6851
C 0.2748 2.8649 4.4375
C 0.5804 2.0955 5.6821
O 0.8790 3.8475 4.1286
P 3.7741 0.7226 -0.0114
O 3.4934 1.2005 1.4903
O 4.3250 2.1385 -0.5414
C 1.2345 -0.6786 -1.1348
C 2.3226 -1.4265 -1.9775
C 2.4841 -2.9142 -1.9160
O 3.4848 -3.4644 -1.7200
F 1.4053 -3.5795 -2.2628
C 1.0831 -1.6703 0.0850
I 2.8645 -1.8017 1.2584
C 0.2278 -2.6165 0.5328
C 0.4197 -3.3571 1.8347
I -1.3813 -3.5771 -0.4207
H -1.9692 0.5641 -4.6112
H -3.5020 -0.2619 -4.4374
H -2.3627 -0.7605 -5.6776
H -2.4861 -1.5197 -2.8287
H -1.8276 -2.3801 -4.1790
H 0.0030 -2.1675 -2.9832
H -1.1189 1.0447 -0.6774
H -1.4882 -0.6004 -0.4612
H -2.1382 0.2296 -1.8381
H 0.5109 1.1644 -3.7104
H -2.2013 3.0756 -1.0086
H -1.2064 4.2716 -1.5456
H -0.7515 3.0486 -4.7950
H 3.2294 3.2444 -2.2488
H 2.4668 3.2214 -0.7692
H 1.3899 4.3796 -3.1163
H 0.9788 6.1076 -1.7439
H 2.5756 5.5668 -1.2789
H 1.1730 5.0953 -0.2913
H 2.4101 0.2814 -3.8301
H 4.6123 0.3872 -2.2595
H 4.7804 0.2378 -5.2579
H 5.6712 -0.6167 -4.0287
H 3.9823 -1.0319 -4.2970
H 1.8890 2.3481 0.4855
H 0.4189 2.2288 -0.2785
H 0.9527 1.9220 2.2489
H 1.2333 0.2744 1.9786
H -1.0865 -0.1638 1.7181
H -1.4734 1.5454 1.3720
H -0.2836 0.4240 3.9294
H -1.9730 0.7833 3.7041
H 0.0347 1.1672 5.7877
H 1.6411 1.8517 5.6629
H 0.4083 2.7402 6.5372
H 3.2182 2.1169 1.6345
H 4.1172 2.9443 -0.0495
H 2.1836 -1.2461 -3.0312
H 3.3101 -1.0659 -1.7248
H 0.5000 -2.6571 2.6663
H -0.4348 -3.9891 2.0407
H 1.2956 -4.0019 1.8046
C 0.5588 8.0537 1.4487
O 0.9734 7.6788 0.3674
N 0.2785 7.1833 2.4747
N 0.3329 9.3755 1.7272
H -0.0596 7.4755 3.3714
H 0.4302 6.2065 2.3096
H 0.5282 10.0356 0.9989
H -0.0059 9.7068 2.6097
C -5.2367 -2.4102 1.6376
O -4.0555 -2.3463 1.9698
N -6.2213 -1.7681 2.3339
N -5.6372 -3.1364 0.5562
H -7.1905 -1.8097 2.0826
H -5.9482 -1.2326 3.1356
H -4.9332 -3.6309 0.0327
H -6.5944 -3.2158 0.2692
C 4.2492 1.5594 -9.3861
O 4.7002 1.1749 -10.4455
N 4.8998 1.3640 -8.1927
N 3.0485 2.2195 -9.2926
H 4.5428 1.6766 -7.3099
H 5.7775 0.8819 -8.2269
H 2.5479 2.3793 -10.1456
H 2.6599 2.5395 -8.4272
C -4.5879 -6.3596 -0.5125
O -4.8444 -5.3020 -1.0881
N -4.3958 -6.3962 0.8263
N -4.4548 -7.5415 -1.1870
H -4.1509 -7.2117 1.3546
H -4.4488 -5.5238 1.3126
H -4.5876 -7.5240 -2.1796
H -4.2336 -8.4078 -0.7357
C 6.2989 -2.8778 2.1580
O 5.3504 -2.1949 2.5340
N 7.3160 -3.2129 2.9989
N 6.3903 -3.3464 0.8805
H 8.1008 -3.7697 2.7201
H 7.2633 -2.8795 3.9426
H 5.6430 -3.1249 0.2471
H 7.1517 -3.9102 0.5543
C -3.2507 -5.9224 4.0355
O -2.6651 -6.3317 3.0387
N -3.9315 -4.7445 3.9156
N -3.3004 -6.5656 5.2290
H -4.4701 -4.3134 4.6426
H -3.8646 -4.2983 3.0175
H -2.7961 -7.4277 5.3065
H -3.7803 -6.2156 6.0434
C -2.3373 6.9788 -1.6555
O -1.3221 6.3255 -1.8452
N -2.7586 7.3070 -0.3969
N -3.1141 7.4306 -2.6833
H -3.5824 7.8462 -0.2123
H -2.1902 6.9999 0.3702
H -2.8188 7.2046 -3.6140
H -3.9454 7.9738 -2.5520
C -4.0803 -6.6028 9.1738
O -3.7917 -5.9281 8.1943
N -3.1449 -7.3329 9.8482
N -5.3536 -6.6702 9.6633
H -3.3539 -7.8900 10.6541
H -2.2019 -7.2949 9.5114
H -6.0584 -6.1399 9.1887
H -5.6092 -7.2141 10.4648
*
```

Properties
E_LUMO = -1.934 eV
HOMO level = -0.359 Eh
Strongest force on any atom = 2.73 eV/Å